8
Properties=species:S:1:pos:R:3:forces:R:3 method="wB97M-V/def2-TZVPD" charge=0 relative_energy_kj_mol=86.8 homo_energy_ev=-9.214 homo_lumo_gap_ev=9.8
S -0.74250 1.76590 -1.09912 0.192 -0.635 -0.174
P -1.01270 0.08148 0.23245 1.394 -1.444 -2.292
C 0.87708 -0.27976 0.59402 -2.055 -2.202 0.710
H -1.28520 2.72452 -0.37177 -0.276 0.244 0.502
H 0.91317 -1.41364 0.89012 0.083 2.098 -0.653
H 1.42888 0.30868 1.32549 -0.418 0.211 -0.147
H 1.15083 -0.12863 -0.41570 1.400 -0.078 -0.688
H -0.92013 -0.95037 -1.16619 -0.320 1.807 2.743

=====

8
Properties=species:S:1:pos:R:3:forces:R:3 method="wB97M-V/def2-TZVPD" charge=0 relative_energy_kj_mol=156.0 homo_energy_ev=-8.750 homo_lumo_gap_ev=7.5
S 0.13809 1.56264 -1.56450 -0.207 -1.140 0.814
P -0.10891 -0.07954 -0.52033 -0.236 1.048 -0.311
C -1.43735 0.27419 0.76655 0.356 1.208 -2.227
H 3.23561 -1.62872 -0.48537 -0.856 2.208 -3.165
H 3.03014 -1.10913 -1.22661 0.881 -2.207 3.159
H -1.59028 1.39285 0.75035 -0.762 -1.407 -0.193
H -2.23450 -0.47317 0.58120 -0.067 0.960 0.037
H -1.03281 0.06089 1.69871 0.891 -0.670 1.886